#one
The following is a quantum chemistry calculation of a structure of composition C47H52N8NaO3PS, from the OMol25 dataset.

* multiplicity: 1

Last column: Löwdin charge in e.
Geometry (Å):
Na: 0.3453 0.8519 -0.5778  0.165
C: -3.3399 -4.5819 0.1988  -0.075
C: -3.1596 -3.5348 -0.9039  -0.373
C: -4.1701 -2.4037 -0.7006  -0.068
C: -1.7148 -3.0705 -1.0219  -0.217
C: -1.1531 -2.8682 -2.2796  -0.030
C: 0.2187 -2.7110 -2.4497  -0.033
C: 1.0793 -2.7757 -1.3555  -0.283
C: 2.5643 -2.9833 -1.5234  -0.071
C: 0.5049 -2.8131 -0.0872  -0.036
C: -0.8697 -2.9551 0.0798  -0.035
H: -4.2998 -5.0905 0.0856  0.077
H: -3.3270 -4.1151 1.1883  0.072
H: -2.5464 -5.3306 0.1699  0.085
H: -3.3989 -4.0146 -1.8565  0.131
H: -4.0297 -1.9450 0.2805  0.063
H: -5.1894 -2.7985 -0.7471  0.082
H: -4.0689 -1.6277 -1.4630  0.075
H: -1.7920 -2.8998 -3.1576  0.115
H: 0.6337 -2.6059 -3.4474  0.115
H: 3.1488 -2.3256 -0.8770  0.062
H: 2.8795 -2.8172 -2.5530  0.063
H: 2.8043 -4.0167 -1.2573  0.085
H: 1.1533 -2.8332 0.7789  0.090
H: -1.2666 -3.0417 1.0872  0.106
N: 1.5867 1.7878 2.7212  -0.112
P: 2.0599 0.5009 1.6720  1.101
C: 1.5877 -0.9331 2.7266  -0.360
C: 0.3075 -0.9423 3.2822  -0.100
C: -0.1411 -2.0360 4.0078  -0.083
C: 0.6822 -3.1416 4.1786  -0.085
C: 1.9547 -3.1460 3.6223  -0.081
C: 2.4046 -2.0497 2.8972  -0.114
C: 3.8661 0.5283 1.9159  -0.368
C: 4.6721 0.6051 0.7831  -0.077
C: 6.0571 0.6169 0.9115  -0.066
C: 6.6381 0.5592 2.1677  -0.079
C: 5.8379 0.4869 3.3053  -0.081
C: 4.4591 0.4665 3.1793  -0.108
C: 0.5590 2.6583 2.4009  -0.377
C: 0.2800 3.7688 3.2067  -0.015
C: -0.7457 4.6069 2.8357  -0.064
C: -1.4708 4.3403 1.6770  -0.063
C: -1.1317 3.2185 0.9558  -0.129
N: -0.1485 2.3754 1.3087  0.090
H: 2.2043 2.0768 3.4621  0.099
H: -0.3414 -0.0806 3.1519  0.092
H: -1.1335 -2.0235 4.4424  0.101
H: 0.3345 -3.9963 4.7452  0.102
H: 2.6015 -4.0049 3.7544  0.105
H: 3.3953 -2.0684 2.4585  0.108
H: 4.2229 0.6707 -0.2033  0.078
H: 6.6772 0.6772 0.0258  0.100
H: 7.7164 0.5686 2.2673  0.104
H: 6.2919 0.4362 4.2871  0.103
H: 3.8419 0.3758 4.0678  0.108
H: 0.8606 3.9522 4.1021  0.110
H: -0.9821 5.4712 3.4437  0.109
H: -2.2746 4.9856 1.3511  0.102
H: -1.6551 2.9679 0.0383  0.088
N: 8.0117 0.7946 -6.5811  0.076
C: 7.0331 0.8904 -5.5772  -0.337
C: 5.8135 1.5167 -5.8305  -0.031
C: 4.8220 1.5626 -4.8637  -0.017
C: 5.0367 0.9834 -3.6223  -0.363
C: 6.2402 0.3503 -3.3619  -0.020
C: 7.2362 0.3096 -4.3279  -0.045
S: 2.6915 0.0278 -2.8115  0.869
O: 2.5613 -0.2302 -4.2453  -0.431
O: 4.0760 1.0579 -2.6345  -0.296
N: 1.5823 1.0263 -2.2248  -0.264
C: 0.9841 2.0172 -2.9318  -0.451
N: -0.1360 2.5293 -2.3460  0.096
C: -0.7862 3.4775 -3.0078  -0.159
C: -0.3886 3.9573 -4.2383  -0.071
C: 0.7901 3.4103 -4.7317  -0.130
N: 1.4804 2.4741 -4.1051  0.137
H: 7.9582 1.5082 -7.2887  0.077
H: 8.9509 0.6657 -6.2435  0.076
H: 5.6448 1.9733 -6.8004  0.107
H: 3.8624 2.0267 -5.0541  0.098
H: 6.3953 -0.1113 -2.3934  0.104
H: 8.1806 -0.1803 -4.1154  0.104
H: -1.6707 3.8776 -2.5148  0.103
H: -0.9400 4.7223 -4.7655  0.092
H: 1.2059 3.7538 -5.6754  0.109
C: -5.5734 -1.5848 4.3768  -0.064
C: -5.9367 -0.1558 3.9898  -0.193
N: -5.5563 0.1466 2.6086  -0.050
C: -6.4521 -0.3340 1.5608  -0.207
C: -7.6569 0.5777 1.3478  -0.066
C: -4.3669 0.7767 2.4011  -0.410
O: -3.6529 1.1592 3.3173  0.065
C: -3.8769 0.9163 0.9868  -0.128
C: -4.5191 1.5951 -0.0365  -0.010
C: -3.9456 1.6063 -1.3001  -0.039
C: -2.7466 0.9384 -1.4937  -0.143
N: -2.0942 0.3247 -0.5014  0.086
C: -2.6539 0.3284 0.7040  -0.099
H: -5.8801 -1.7894 5.4042  0.077
H: -4.4931 -1.7262 4.3041  0.073
H: -6.0586 -2.3175 3.7288  0.066
H: -5.4076 0.5428 4.6294  0.113
H: -7.0079 0.0190 4.1007  0.114
H: -6.7937 -1.3305 1.8446  0.116
H: -5.8957 -0.4450 0.6344  0.094
H: -8.3128 0.5811 2.2198  0.070
H: -8.2397 0.2384 0.4893  0.080
H: -7.3377 1.6055 1.1661  0.065
H: -5.4521 2.1152 0.1473  0.112
H: -4.4193 2.1269 -2.1218  0.110
H: -2.2847 0.8918 -2.4727  0.112
H: -2.1019 -0.1705 1.4965  0.120

***

#two
The following is a quantum chemistry calculation of a structure of composition C47H52N8NaO3PS, from the OMol25 dataset.

* multiplicity: 1

Last column: Löwdin charge in e.
Geometry (Å):
Na: -0.0267 0.7251 0.5649  0.325
C: 1.3329 3.2926 -1.0635  -0.058
C: 2.7368 3.1060 -0.4782  -0.371
C: 3.7404 2.8880 -1.6028  -0.074
C: 2.7304 2.0025 0.5671  -0.201
C: 2.0793 2.2048 1.7874  -0.060
C: 2.0254 1.2100 2.7561  -0.039
C: 2.6651 -0.0133 2.5606  -0.269
C: 2.6243 -1.0914 3.6087  -0.037
C: 3.3576 -0.1970 1.3705  -0.037
C: 3.3696 0.7798 0.3816  -0.008
H: 1.3065 4.1398 -1.7535  0.088
H: 0.5828 3.4681 -0.2887  0.029
H: 1.0332 2.4066 -1.6311  0.061
H: 3.0212 4.0235 0.0515  0.136
H: 3.4674 2.0267 -2.2176  0.086
H: 4.7542 2.7343 -1.2272  0.084
H: 3.7493 3.7594 -2.2595  0.081
H: 1.6124 3.1627 1.9864  0.089
H: 1.4889 1.3925 3.6816  0.099
H: 3.3786 -0.9210 4.3809  0.084
H: 2.8143 -2.0702 3.1663  0.069
H: 1.6504 -1.1257 4.1008  0.079
H: 3.8890 -1.1251 1.1930  0.112
H: 3.8978 0.5774 -0.5421  0.115
N: -3.0625 3.7437 1.6151  -0.117
P: -1.4264 3.3473 2.0063  1.068
C: -1.6010 2.4225 3.5740  -0.361
C: -0.7311 2.6116 4.6460  -0.120
C: -0.8028 1.7937 5.7661  -0.086
C: -1.7473 0.7793 5.8277  -0.086
C: -2.6172 0.5831 4.7627  -0.089
C: -2.5398 1.3910 3.6372  -0.096
C: -0.9226 4.9929 2.6184  -0.375
C: -1.5792 5.6156 3.6847  -0.102
C: -1.2056 6.8838 4.0972  -0.077
C: -0.1637 7.5434 3.4531  -0.082
C: 0.4957 6.9362 2.3974  -0.075
C: 0.1157 5.6647 1.9807  -0.096
C: -3.7564 3.0576 0.6264  -0.398
C: -4.8840 3.6240 0.0167  -0.025
C: -5.5457 2.8815 -0.9353  -0.077
C: -5.0776 1.6117 -1.2636  -0.074
C: -3.9555 1.1482 -0.6066  -0.125
N: -3.3031 1.8463 0.3286  0.106
H: -3.3572 4.6897 1.7868  0.092
H: 0.0052 3.4084 4.6157  0.107
H: -0.1250 1.9579 6.5949  0.105
H: -1.8069 0.1442 6.7029  0.102
H: -3.3631 -0.2020 4.8085  0.102
H: -3.2044 1.2184 2.7981  0.087
H: -2.3783 5.0936 4.2008  0.112
H: -1.7185 7.3547 4.9264  0.105
H: 0.1318 8.5326 3.7798  0.104
H: 1.3046 7.4486 1.8919  0.106
H: 0.6250 5.1981 1.1452  0.080
H: -5.2157 4.6175 0.2909  0.106
H: -6.4222 3.2892 -1.4244  0.106
H: -5.5621 0.9960 -2.0089  0.099
H: -3.5486 0.1728 -0.8408  0.093
N: -4.7059 -1.6637 -6.2961  0.088
C: -3.6775 -1.4402 -5.3794  -0.326
C: -3.5064 -0.1813 -4.7992  -0.037
C: -2.4517 0.0532 -3.9356  -0.064
C: -1.5577 -0.9644 -3.6313  -0.299
C: -1.7172 -2.2149 -4.2046  -0.063
C: -2.7671 -2.4521 -5.0747  -0.032
S: -0.2177 -0.6401 -2.5294  0.583
O: 0.3553 0.6196 -2.9482  -0.327
O: 0.6416 -1.8039 -2.5644  -0.325
N: -0.8299 -0.3685 -1.0805  -0.151
C: -1.5134 -1.3115 -0.3828  -0.515
N: -1.7189 -0.9805 0.9250  0.099
C: -2.4645 -1.7990 1.6437  -0.156
C: -3.0120 -2.9685 1.1327  -0.074
C: -2.7070 -3.2395 -0.1902  -0.134
N: -1.9726 -2.4401 -0.9522  0.148
H: -5.4995 -1.0509 -6.2060  0.083
H: -4.9840 -2.6259 -6.3975  0.084
H: -4.1936 0.6212 -5.0465  0.108
H: -2.3154 1.0392 -3.5073  0.116
H: -1.0203 -3.0017 -3.9483  0.107
H: -2.8836 -3.4310 -5.5267  0.108
H: -2.6172 -1.5167 2.6829  0.096
H: -3.6237 -3.6282 1.7308  0.092
H: -3.0732 -4.1458 -0.6653  0.107
C: 4.8396 -3.3230 -4.0363  -0.066
C: 4.8721 -4.5417 -3.1255  -0.200
N: 3.7654 -4.5455 -2.1708  -0.051
C: 2.4951 -5.0984 -2.6332  -0.200
C: 2.4313 -6.6121 -2.5171  -0.069
C: 3.8946 -3.7843 -1.0558  -0.419
O: 4.8984 -3.1264 -0.8074  0.066
C: 2.7327 -3.7572 -0.1063  -0.128
C: 2.4028 -4.7927 0.7530  -0.010
C: 1.3440 -4.6105 1.6297  -0.049
C: 0.6538 -3.4062 1.5975  -0.136
N: 0.9609 -2.4084 0.7708  0.113
C: 1.9842 -2.5906 -0.0561  -0.101
H: 5.6563 -3.3602 -4.7594  0.074
H: 4.9431 -2.4132 -3.4456  0.075
H: 3.9021 -3.2658 -4.5933  0.072
H: 5.8026 -4.5679 -2.5635  0.117
H: 4.8087 -5.4648 -3.7044  0.112
H: 2.3567 -4.7882 -3.6719  0.121
H: 1.6830 -4.6350 -2.0773  0.115
H: 3.2351 -7.0927 -3.0775  0.068
H: 1.4827 -6.9832 -2.9102  0.077
H: 2.5135 -6.9267 -1.4752  0.064
H: 2.9694 -5.7169 0.7463  0.120
H: 1.0524 -5.3844 2.3272  0.103
H: -0.1892 -3.2409 2.2603  0.099
H: 2.2065 -1.7815 -0.7408  0.111

***

Ranked by calculated energy, most stable first: #two, #one.